Entry 1:
The following is a DFT calculation (ωB97M-V/def2-TZVPD) of a molecular structure, C30H21Br3F4N3OPReS3Sb.

- energy relative to the best compared isomer or geometry (same formula, charge and spin) (kcal per mole) = 0.00
- calculated total energy (hartree) = -11370.864495
- spin multiplicity = 3
- ⟨S²⟩ = 2.030
- frontier orbital gap (spin up / spin down) (eV) = 5.9 / 6.2
- total charge = +2

Last column: Löwdin charge in e.
Element x y z (Å)
Re -0.189298 0.401932 -1.170501  0.752
Br 4.317517 -4.644128 0.088005  0.890
C 3.095765 -3.265767 -0.201979  -0.653
C 3.029051 -2.177569 0.656209  -0.052
C 2.091591 -1.199393 0.404716  -0.141
N 1.243104 -1.224545 -0.629555  -0.025
C 1.332117 -2.273612 -1.477449  -0.175
C 2.230554 -3.307560 -1.288671  -0.021
C 0.406653 -2.231863 -2.622632  -0.180
C 0.352056 -3.201444 -3.609727  -0.020
C -0.560856 -3.055524 -4.649691  -0.653
Br -0.660608 -4.340825 -5.996052  0.892
C -1.397643 -1.945694 -4.661977  -0.045
C -1.299382 -1.034712 -3.633810  -0.159
N -0.411222 -1.165960 -2.639581  -0.106
H 3.680919 -2.091841 1.512543  0.127
H 2.019572 -0.357098 1.073982  0.057
H 2.267734 -4.141180 -1.971059  0.114
H 0.999442 -4.063994 -3.582962  0.113
H -2.128194 -1.792522 -5.442823  0.128
H -1.960349 -0.172542 -3.598757  -0.018
F 3.090521 4.082393 4.550442  0.188
C 2.339071 3.300159 3.812972  -0.117
C 1.237262 2.662516 4.360604  -0.119
F 0.934610 2.828368 5.631340  0.176
C 0.456743 1.844472 3.556254  -0.223
F -0.592380 1.257635 4.126426  0.130
C 0.728768 1.619227 2.206810  -0.303
P -0.527485 0.628639 1.286822  0.943
C -2.014302 1.543447 1.759030  -0.439
C -3.113585 0.911345 2.330442  -0.087
C -4.213454 1.663713 2.712006  -0.042
C -4.212979 3.040395 2.542990  -0.046
C -3.106976 3.675711 1.992238  -0.062
C -2.007152 2.929679 1.596922  -0.151
C -0.497200 -1.010726 2.077912  -0.353
C -1.426540 -1.994461 1.734325  -0.120
C -1.375736 -3.243555 2.329352  -0.046
C -0.397172 -3.536162 3.266818  -0.040
C 0.533158 -2.568562 3.612942  -0.044
C 0.484392 -1.316011 3.023978  -0.100
C 1.846481 2.280712 1.679606  -0.547
Br 2.374218 2.149468 -0.125072  0.929
C 2.637785 3.101870 2.468896  -0.255
F 3.690355 3.718734 1.958356  0.108
H -3.116110 -0.156772 2.495021  0.105
H -5.067601 1.173095 3.156869  0.120
H -5.069557 3.622532 2.853385  0.120
H -3.095772 4.751218 1.878042  0.119
H -1.140521 3.434553 1.182432  0.095
H -2.204539 -1.794826 1.015499  0.032
H -2.112254 -3.988282 2.062340  0.119
H -0.364950 -4.511650 3.731840  0.120
H 1.294253 -2.782924 4.350019  0.120
H 1.224779 -0.583330 3.312544  0.107
S -3.482809 1.772641 -3.866621  -0.088
Sb -3.320281 2.102799 -1.692798  0.550
S -2.347581 -0.143596 -0.853523  0.177
S -0.734804 2.479748 -1.606151  0.116
C 0.562647 1.617598 -4.705811  0.007
C 1.646111 1.142065 -3.789356  -0.511
N 2.885106 1.171701 -4.262388  0.224
O 1.473060 0.727323 -2.617018  -0.249
H 0.659244 2.696374 -4.834603  0.113
H -0.429044 1.416833 -4.312076  0.018
H 0.674801 1.155228 -5.686047  0.108
H 3.082359 1.520025 -5.186484  0.138
H 3.656537 0.894480 -3.675758  0.137

Forces on the atoms, in the same order (eV/Å):
Re -0.35 0.08 -0.19
Br -0.05 0.06 -0.01
C -0.06 0.10 0.01
C -0.01 -0.09 -0.06
C 0.05 0.06 0.05
N -0.05 -0.16 0.01
C 0.03 -0.08 -0.07
C 0.01 0.08 0.07
C 0.00 -0.10 -0.03
C -0.07 0.08 0.01
C 0.01 0.08 0.09
Br 0.00 0.03 0.04
C 0.04 -0.09 -0.03
C -0.02 -0.01 0.04
N 0.20 -0.07 -0.15
H 0.02 -0.01 0.02
H 0.06 0.01 -0.06
H 0.01 -0.02 -0.02
H 0.00 0.00 0.00
H -0.01 -0.01 -0.02
H -0.01 -0.02 -0.01
F 0.04 0.03 0.04
C -0.10 -0.12 -0.18
C 0.00 -0.06 -0.14
F -0.02 0.01 0.03
C 0.04 0.04 0.05
F 0.05 -0.01 0.10
C 0.08 0.07 -0.09
P 0.20 0.25 -0.10
C -0.05 0.07 0.00
C -0.01 0.02 -0.08
C -0.02 0.00 0.01
C 0.02 0.05 -0.02
C 0.00 -0.04 -0.02
C 0.00 -0.02 0.03
C 0.04 0.04 0.07
C 0.02 0.03 0.02
C 0.00 -0.06 0.01
C 0.01 -0.02 0.01
C -0.01 0.01 -0.01
C -0.07 0.00 0.02
C 0.02 0.05 0.03
Br 0.13 -0.05 0.12
C -0.16 -0.08 0.10
F 0.05 0.04 -0.01
H 0.01 -0.02 0.00
H -0.02 -0.01 0.02
H -0.01 0.01 0.01
H -0.01 0.01 0.00
H -0.03 -0.02 0.01
H -0.03 0.00 -0.05
H -0.02 -0.02 -0.01
H 0.00 -0.02 0.01
H 0.02 0.00 0.02
H 0.01 0.04 0.02
S -0.03 0.02 -0.16
Sb -0.10 0.05 0.23
S -0.12 -0.25 0.04
S 0.17 0.04 0.14
C -0.05 -0.01 0.04
C 0.11 0.03 0.02
N -0.02 0.04 -0.04
O 0.01 -0.09 0.02
H 0.00 0.04 0.01
H 0.03 0.01 0.01
H -0.01 -0.01 -0.02
H 0.01 -0.01 0.00
H 0.00 0.00 0.00

---

Entry 2:
The following is a DFT calculation (ωB97M-V/def2-TZVPD) of a molecular structure, C30H21CrN3O5PS.

- energy relative to the best compared isomer or geometry (same formula, charge and spin) (kcal per mole) = 5.78
- calculated total energy (hartree) = -3480.092280
- spin multiplicity = 5
- ⟨S²⟩ = 6.018
- frontier orbital gap (spin up / spin down) (eV) = 7.4 / 7.7
- total charge = +1

Last column: Löwdin charge in e.
Element x y z (Å)
Cr -0.673209 -1.696761 -0.739486  0.708
O 1.555125 -2.158540 5.716923  0.098
N 2.458249 -2.451116 4.962296  -0.336
O 3.583109 -2.739382 5.288233  0.118
C 2.148804 -2.434263 3.509606  -0.054
C 3.176328 -2.183386 2.691716  0.088
C 2.960588 -2.006768 1.282797  -0.106
C 3.987602 -1.736828 0.363023  0.041
C 3.669685 -1.532958 -0.953248  -0.003
C 2.326795 -1.550102 -1.340536  -0.066
N 1.342203 -1.808672 -0.495517  0.000
C 1.663286 -2.078204 0.800262  -0.130
C 0.582957 -2.458369 1.681278  -0.135
N -0.629372 -2.626671 1.090146  0.022
C -1.665993 -2.962930 1.841186  -0.044
C -1.534121 -3.188084 3.215857  0.013
C -0.317339 -3.028345 3.818633  0.047
C 0.795519 -2.631162 3.044857  -0.048
H 4.168319 -2.078808 3.111012  0.143
H 5.017041 -1.693657 0.699913  0.137
H 4.432632 -1.336409 -1.693771  0.124
H 2.040624 -1.315771 -2.360856  0.123
H -2.619796 -3.050614 1.333524  0.128
H -2.398708 -3.490698 3.789962  0.128
H -0.212347 -3.191256 4.879847  0.121
O -4.484056 -1.289272 -2.334996  -0.259
S -3.901195 -1.009687 -1.059756  0.493
O -4.649272 -1.300867 0.131408  -0.281
O -2.548740 -1.672737 -0.957043  -0.495
C -3.597894 0.758820 -1.012885  -0.231
C -4.789066 1.486776 -0.932644  -0.045
C -4.767735 2.862320 -0.832591  -0.041
C -3.555065 3.537697 -0.786587  -0.052
C -2.374433 2.828951 -0.869083  -0.081
C -2.370564 1.437388 -1.005079  -0.295
P -0.742514 0.649038 -1.204256  1.066
C 0.288776 1.333994 0.129210  -0.357
C -0.157350 1.060026 1.428875  -0.097
C 0.605803 1.423934 2.526369  -0.064
C 1.830468 2.057371 2.338386  -0.068
C 2.282017 2.324187 1.055253  -0.064
C 1.516440 1.962143 -0.049819  -0.079
C -0.081038 1.196317 -2.802456  -0.343
C 0.308564 2.506901 -3.082072  -0.089
C 0.804834 2.837247 -4.333649  -0.057
C 0.903322 1.868487 -5.324015  -0.059
C 0.496485 0.567670 -5.067382  -0.062
C 0.009302 0.234300 -3.810738  -0.107
H -5.731291 0.953556 -0.937472  0.126
H -5.698081 3.411625 -0.773766  0.118
H -3.532678 4.614531 -0.681715  0.115
H -1.432240 3.361966 -0.816878  0.101
H -1.118042 0.575918 1.579697  0.115
H 0.245786 1.221330 3.528010  0.114
H 2.427047 2.347390 3.193947  0.111
H 3.233336 2.819858 0.908469  0.111
H 1.892851 2.155749 -1.045731  0.099
H 0.211043 3.280548 -2.330524  0.101
H 1.110186 3.855101 -4.539460  0.114
H 1.288147 2.131840 -6.300981  0.114
H 0.551321 -0.183371 -5.844205  0.113
H -0.332437 -0.777285 -3.621517  0.095

Forces on the atoms, in the same order (eV/Å):
Cr -0.56 0.18 -0.52
O -0.04 0.10 0.05
N -0.14 -0.20 -0.13
O 0.13 0.02 -0.01
C -0.30 -0.02 0.37
C 0.36 0.12 -0.36
C 0.16 -0.01 0.21
C 0.12 0.02 0.07
C 0.03 0.04 -0.13
C -0.01 0.15 -0.09
N 0.67 -0.24 0.32
C -0.38 -0.07 -0.04
C 0.02 0.06 -0.33
N 0.02 -0.18 0.69
C 0.01 -0.04 -0.07
C -0.15 -0.06 -0.10
C 0.10 0.04 0.13
C 0.07 -0.05 0.17
H 0.01 0.00 -0.04
H -0.05 0.00 -0.01
H -0.03 0.01 0.03
H 0.02 -0.04 0.04
H -0.01 0.03 0.01
H 0.01 0.03 -0.03
H 0.01 -0.01 -0.03
O -0.03 0.04 0.04
S -0.01 0.04 -0.02
O 0.02 0.03 -0.04
O -0.09 -0.27 -0.01
C 0.04 0.16 0.09
C 0.15 -0.16 -0.02
C -0.02 0.08 0.01
C -0.02 0.07 0.01
C 0.03 0.02 -0.02
C -0.17 -0.20 0.08
P 0.09 0.34 -0.43
C -0.09 0.01 0.13
C 0.04 0.09 -0.02
C 0.01 -0.02 -0.02
C 0.00 -0.01 0.01
C -0.02 -0.04 -0.02
C 0.07 -0.11 -0.01
C 0.03 0.01 -0.04
C -0.06 0.05 -0.01
C -0.01 0.01 0.04
C 0.00 -0.02 -0.02
C 0.00 0.02 0.04
C 0.04 0.08 0.02
H 0.03 0.00 0.00
H 0.01 -0.02 0.00
H 0.00 -0.02 -0.01
H -0.03 -0.01 0.01
H -0.02 0.02 0.01
H 0.00 0.01 -0.03
H -0.02 0.00 -0.01
H -0.02 0.00 -0.01
H -0.01 0.03 0.00
H 0.06 -0.02 -0.01
H -0.02 -0.02 0.01
H -0.01 0.00 0.02
H -0.01 0.00 0.01
H -0.01 -0.05 0.00

---

Entry 3:
The following is a DFT calculation (ωB97M-V/def2-TZVPD) of a molecular structure, C30H21F5N4O2PS4SeW.

- energy relative to the best compared isomer or geometry (same formula, charge and spin) (kcal per mole) = 37.05
- calculated total energy (hartree) = -6427.048292
- spin multiplicity = 2
- ⟨S²⟩ = 0.758
- frontier orbital gap (spin up / spin down) (eV) = 5.6 / 5.6

Last column: Löwdin charge in e.
Element x y z (Å)
W -17.656799 7.383520 6.904269  0.782
C -13.721245 10.957845 8.645861  -0.088
C -14.578906 11.644544 7.637735  -0.285
O -15.872887 10.975531 7.498364  -0.354
P -16.168456 9.913236 6.295699  0.030
S -18.231613 9.615386 6.645179  0.393
S -15.314446 8.128456 6.450815  0.397
O -15.838472 10.564814 4.910549  -0.313
C -16.107904 11.936469 4.457131  -0.207
C -17.538846 12.411221 4.661431  -0.092
H -12.682642 11.363294 8.608639  0.095
H -13.745553 9.845575 8.549790  0.069
H -14.173318 11.185638 9.658499  0.101
H -14.143613 11.728028 6.621455  0.109
H -14.878446 12.668333 8.007545  0.141
H -15.941603 11.925713 3.377499  0.130
H -15.420448 12.512079 5.028799  0.092
H -18.216175 11.844066 4.038754  0.074
H -17.647940 13.428472 4.189823  0.102
H -17.889103 12.438160 5.702079  0.063
S -19.738204 7.025422 8.374381  0.458
C -19.585605 5.197726 8.491759  -0.919
S -18.626633 4.522661 7.133056  0.647
C -20.162766 4.467518 9.514987  -0.371
C -20.411467 4.864506 10.848800  -0.447
N -20.303359 4.140734 11.909359  0.151
C -20.242888 3.075018 9.144372  -0.253
N -20.197192 1.927913 8.902865  0.157
F -18.108822 4.597081 15.922375  0.118
C -19.154188 4.972713 15.168629  -0.126
C -19.823256 4.200114 14.265505  -0.052
F -20.183124 2.912822 14.562231  0.096
C -20.682236 4.867626 13.183219  -0.434
F -22.045314 4.624534 13.303313  0.071
C -20.263358 6.254528 12.967729  -0.422
Se -20.593286 6.826680 11.245454  1.094
C -19.670341 6.964287 13.976812  -0.263
F -18.866422 7.977072 13.670837  0.091
C -19.609891 6.320784 15.186435  -0.187
F -20.150729 6.855913 16.244696  0.163
C -21.637241 7.400924 2.780647  -0.075
C -21.393209 8.144321 3.973690  -0.072
C -20.289051 7.863303 4.700561  -0.098
C -19.310239 6.893036 4.320357  -0.171
C -18.083547 6.602483 5.041150  -0.352
C -17.256929 5.591043 4.532087  -0.194
C -17.643340 4.788756 3.460051  -0.098
C -18.844687 4.935986 2.787944  -0.004
C -19.593864 6.110195 3.162220  -0.167
C -20.758143 6.426674 2.429033  -0.060
H -22.582112 7.509618 2.216903  0.113
H -22.080759 8.948453 4.287399  0.116
H -20.104975 8.389561 5.631398  -0.001
H -16.287901 5.440492 4.934864  0.069
H -16.952031 3.971332 3.070504  0.129
H -19.165374 4.199546 1.980506  0.139
H -20.869735 5.828374 1.522427  0.113
N -14.764857 3.518259 12.639193  0.194
C -15.254638 4.196959 11.842258  -0.164
C -15.799685 5.046794 10.859438  -0.174
C -15.436868 4.785646 9.515750  0.023
C -16.076169 5.387628 8.452458  -0.239
N -16.815430 6.444889 8.625428  -0.213
C -17.156593 6.824186 9.949444  -0.108
C -16.771329 6.062963 11.031007  0.017
H -14.667102 4.070385 9.173814  0.141
H -15.975007 4.931513 7.476096  0.086
H -17.699353 7.787433 10.032196  0.100
H -17.115049 6.252926 12.069550  0.136

Forces on the atoms, in the same order (eV/Å):
W -2.52 -1.61 0.83
C 0.04 -0.34 1.55
C -0.96 1.10 -0.64
O 0.39 -0.65 -1.07
P -2.05 1.57 1.24
S 2.04 0.12 -0.12
S -0.53 -0.24 0.23
O 0.16 0.01 -0.36
C -1.16 -0.53 0.10
C -0.17 0.94 -0.53
H -0.74 -0.46 0.09
H 0.28 0.89 -0.19
H 0.73 -0.30 -0.95
H 0.08 -0.01 0.63
H 0.55 -0.95 -0.59
H 0.56 -0.03 0.35
H 0.64 0.87 -0.06
H -0.25 -0.61 0.16
H 0.43 -0.68 0.77
H 0.20 0.02 -0.35
S 1.23 -1.00 -1.49
C 0.75 1.41 -1.16
S -1.17 1.34 1.54
C 0.34 -1.17 -1.99
C 0.45 1.13 1.94
N -0.77 0.68 -0.18
C 0.55 -2.75 0.58
N -0.37 2.57 0.37
F -0.91 -0.40 0.46
C -0.19 -1.38 -1.10
C -1.90 -0.58 2.30
F 1.38 0.87 -1.13
C 0.63 -2.54 -1.46
F 0.63 0.46 0.64
C -0.17 2.30 1.96
Se 0.29 -0.30 -0.69
C -1.29 -1.38 -4.70
F 0.01 1.58 0.25
C 2.18 -0.13 1.08
F -0.43 0.43 1.61
C -0.73 0.06 0.14
C -0.75 0.14 -0.68
C 1.04 0.05 0.72
C 0.46 -0.70 -0.07
C -0.38 -0.39 -1.04
C -0.98 1.16 -0.42
C 0.57 -1.87 -1.64
C 0.43 0.84 0.38
C -0.46 -0.80 -0.06
C -0.01 -0.44 -0.83
H 0.77 0.21 0.29
H 0.37 -0.64 -0.13
H -0.25 -0.03 -0.27
H 0.69 -0.29 0.56
H -0.85 1.11 0.90
H 0.38 1.38 1.14
H -0.46 0.20 0.20
N -0.42 0.49 -0.65
C 0.66 -0.56 1.67
C -0.72 0.42 -3.18
C 0.70 -1.03 0.42
C 0.91 -0.70 0.68
N -1.14 1.50 2.60
C 0.66 0.14 -1.83
C 0.63 -0.23 1.31
H -0.58 0.09 0.95
H 0.21 0.53 -0.13
H 0.23 -1.12 0.07
H 0.08 0.23 -1.01

---

no.,maximum force (eV Å⁻¹)
1,0.40
2,0.78
3,5.07